Run P
This record from OMol25 describes a 2-piece molecular cluster, C3H6N2 overall. The level of theory is ωB97M-V/def2-TZVPD.

Element x y z (Å)
C1 1.650 0.034 0.354
C2 -1.800 -0.032 0.275
C3 0.907 0.045 -0.681
N1 2.455 0.181 1.278
N2 -2.012 -0.364 -0.915
H1 2.563 -0.377 2.054
H2 -1.252 0.890 0.545
H3 -1.982 -0.783 1.018
H4 -0.030 0.634 -0.829
H5 1.325 -0.475 -1.473
H6 -1.823 0.247 -1.626

Computed properties:
Net charge: 0
HOMO energy (eV): -9.0
Lowest unoccupied orbital energy (eV): 0.93
Spin multiplicity: 1



Run Q
This record from OMol25 describes an isolated molecule of C3H6N2. The level of theory is ωB97M-V/def2-TZVPD.

Element x y z (Å)
C1 -0.559 -1.948 0.483
C2 0.163 1.201 -1.006
C3 0.591 0.964 0.452
H1 0.256 -1.913 1.273
H2 -1.380 -2.633 0.548
H3 -0.929 1.358 -1.266
H4 0.832 1.704 -1.660
H5 1.533 1.239 0.865
H6 -0.147 1.075 1.182
N1 -0.728 -0.936 -0.353
N2 0.369 -0.110 -0.518

Computed properties:
Net charge: 0
HOMO energy (eV): -8.8
Lowest unoccupied orbital energy (eV): 1.11
Spin multiplicity: 1



Relative calculated energies, zero for the most stable structure, unit hartree: run P 0.0000; run Q 0.0021.



Run P
This record from OMol25 describes C2H5N3O3 as an isolated structure. The level of theory is ωB97M-V/def2-TZVPD.

Element x y z (Å)
C1 0.172 -0.220 0.341
C2 0.828 2.010 -0.766
H1 -0.452 -3.204 -0.212
H2 -1.517 -1.955 0.374
H3 -0.272 -0.532 -1.918
H4 -0.709 0.150 2.318
H5 0.052 1.909 -1.896
N1 -0.993 -2.174 -0.559
N2 -0.092 -0.975 -0.868
N3 0.246 1.382 0.306
O1 -0.087 -0.764 1.497
O2 0.961 1.532 1.748
O3 1.864 2.841 -0.366

Computed properties:
Net charge: 0
HOMO energy (eV): -8.7
Lowest unoccupied orbital energy (eV): -1.52
Spin multiplicity: 1



Run Q
This record from OMol25 describes an isolated molecule of C2H5N3O3. The level of theory is ωB97M-V/def2-TZVPD.

Element x y z (Å)
C1 1.088 0.992 -0.100
C2 -2.302 -0.221 -0.379
H1 0.548 -1.506 -0.062
H2 1.401 -1.262 1.249
H3 2.581 -0.198 -1.109
H4 -0.892 1.699 1.007
H5 -2.628 -1.084 -0.995
N1 1.559 -1.450 0.257
N2 1.630 -0.187 -0.344
N3 -0.315 0.769 0.636
O1 1.476 2.095 -0.175
O2 -1.070 -0.377 -0.010
O3 -3.078 0.731 0.026

Computed properties:
Net charge: 0
HOMO energy (eV): -10.1
Lowest unoccupied orbital energy (eV): 0.50
Spin multiplicity: 1



Relative calculated energies, zero for the most stable structure, unit hartree: run P 0.2545; run Q 0.0000.



Run P
This record from OMol25 describes a 2-piece molecular cluster, C3H3IN2O overall. The level of theory is ωB97M-V/def2-TZVPD.

Element x y z (Å)
C1 0.073 0.955 -1.229
C2 0.618 -1.063 0.755
C3 -1.235 0.586 -0.630
N1 1.036 1.240 -1.794
N2 1.049 -1.901 0.046
O1 1.233 -2.711 -0.797
I1 -2.616 2.148 -0.945
H1 -1.706 -0.262 -1.140
H2 0.019 -0.758 1.583
H3 -0.993 0.337 0.419

Computed properties:
Net charge: 0
HOMO energy (eV): -10.2
Lowest unoccupied orbital energy (eV): -0.18
Spin multiplicity: 1



Run Q
This record from OMol25 describes C3H3IN2O as an isolated structure. The level of theory is ωB97M-V/def2-TZVPD.

Element x y z (Å)
C1 -0.503 -0.109 0.751
C2 0.440 -0.949 0.007
C3 -0.176 1.303 0.158
N1 0.979 -0.185 -0.906
N2 0.716 1.107 -0.847
O1 -0.614 2.350 0.553
I1 -2.460 -0.858 0.064
H1 -0.498 -0.128 1.835
H2 0.568 -2.013 0.065
H3 1.547 -0.518 -1.680

Computed properties:
Net charge: 0
HOMO energy (alpha / beta) (eV): -8.7 / -8.7
Lowest unoccupied orbital energy (alpha / beta) (eV): -1.09 / -1.09
Spin multiplicity: 1



Relative calculated energies, zero for the most stable structure, unit hartree: run P 0.0901; run Q 0.0000.



Run P
This record from OMol25 describes an isolated molecule of CHIS2. The level of theory is ωB97M-V/def2-TZVPD.

Element x y z (Å)
C1 1.194 -1.080 -1.240
S1 1.914 -1.417 -2.646
S2 0.093 0.285 -1.127
I1 1.653 -2.154 0.605
H1 -0.633 -0.072 -0.062

Computed properties:
Net charge: 0
HOMO energy (eV): -9.1
Lowest unoccupied orbital energy (eV): -0.83
Spin multiplicity: 1



Run Q
This record from OMol25 describes an isolated molecule of CHIS2. The level of theory is ωB97M-V/def2-TZVPD.

Element x y z (Å)
C1 0.131 -0.225 -0.043
S1 0.553 1.122 -1.059
S2 0.521 1.216 1.050
I1 -1.873 -0.956 0.062
H1 0.668 -1.158 -0.010

Computed properties:
Net charge: 0
HOMO energy (eV): -8.8
Lowest unoccupied orbital energy (eV): -0.43
Spin multiplicity: 1



Relative calculated energies, zero for the most stable structure, unit hartree: run P 0.0000; run Q 0.0056.



Run P
This record from OMol25 describes a 2-piece molecular cluster, C3H9N2O2 overall. The level of theory is ωB97M-V/def2-TZVPD.

Element x y z (Å)
C1 -1.484 -1.992 -0.067
N1 -0.753 -1.053 0.519
C2 -0.611 -1.011 1.957
O1 -2.144 -2.877 0.469
H1 -1.390 -1.952 -1.161
H2 -0.072 -0.456 -0.054
H3 -1.425 -1.558 2.421
H4 -0.616 0.026 2.293
H5 0.337 -1.437 2.259
N2 0.815 2.630 -1.152
C3 1.447 1.327 -1.501
O2 1.102 0.294 -0.712
H6 -0.155 2.410 -0.937
H7 1.220 2.957 -0.279
H8 1.196 1.165 -2.564
H9 2.531 1.527 -1.490

Computed properties:
Net charge: -1
HOMO energy (eV): -3.6
Lowest unoccupied orbital energy (eV): 3.99
Spin multiplicity: 1



Run Q
This record from OMol25 describes a 2-piece molecular cluster, C3H9N2O2 overall. The level of theory is ωB97M-V/def2-TZVPD.

Element x y z (Å)
O1 1.488 0.580 -1.190
C1 1.138 -0.501 -1.707
O2 0.107 -1.164 -1.502
H1 1.862 -0.905 -2.465
N1 -1.281 -1.428 1.041
C2 -0.477 -0.289 1.458
C3 -0.880 0.959 0.702
N2 0.087 2.027 0.988
H2 -1.071 -2.239 1.612
H3 -0.993 -1.612 0.072
H4 0.593 -0.441 1.285
H5 -0.605 -0.084 2.523
H6 -0.933 0.715 -0.362
H7 -1.874 1.285 1.015
H8 0.897 1.840 0.417
H9 -0.289 2.915 0.707

Computed properties:
Net charge: -1
HOMO energy (eV): -4.5
Lowest unoccupied orbital energy (eV): 4.46
Spin multiplicity: 1



Relative calculated energies, zero for the most stable structure, unit hartree: run P 0.0302; run Q 0.0000.